Formula: C64H158N18O14
Source: OMol25
Level of theory: ωB97M-V with the def2-TZVPD basis set

Each line ends with the Löwdin charge.
Geometry (Å):
C -3.98 -0.41 -0.57  -0.040
C -4.69 -0.77 -1.92  -0.399
C -6.20 -0.15 -1.75  -0.104
C -6.95 -0.03 -3.10  -0.174
C -6.02 0.77 -4.01  -0.148
C -4.57 0.27 -4.26  -0.485
N -3.91 -0.07 -2.97  -0.124
O -2.59 -0.53 -3.05  -0.018
C -4.69 -0.89 -5.23  -0.045
C -3.72 1.33 -4.97  -0.023
C -4.76 -2.32 -2.12  -0.002
H -3.93 0.68 -0.51  0.062
H -2.99 -0.86 -0.50  0.064
H -4.62 -0.80 0.22  0.079
H -6.93 -0.76 -1.22  0.116
H -6.21 0.88 -1.41  0.099
H -7.95 0.34 -2.87  0.120
H -6.92 -0.99 -3.63  0.093
H -5.92 1.77 -3.60  0.098
H -6.56 1.05 -4.92  0.120
H -5.26 -1.68 -4.74  0.076
H -5.25 -0.55 -6.10  0.094
H -3.84 -1.27 -5.80  0.074
H -3.26 1.92 -4.17  0.069
H -2.92 1.04 -5.64  0.085
H -4.37 2.01 -5.51  0.086
H -4.65 -2.85 -1.18  0.075
H -3.96 -2.61 -2.81  0.047
H -5.73 -2.59 -2.52  0.079
H -2.75 -1.37 -3.48  0.075
C -3.99 -0.57 6.10  -0.027
C -5.29 0.23 5.92  -0.518
C -5.14 1.57 6.63  -0.154
C -4.46 2.72 5.90  -0.174
C -5.11 2.81 4.51  -0.136
C -5.18 1.51 3.63  -0.445
N -5.79 0.45 4.52  -0.090
O -5.97 -0.75 3.88  -0.024
C -6.08 1.82 2.38  -0.014
C -3.74 1.22 3.17  -0.029
C -6.29 -0.54 6.63  -0.075
H -3.20 -0.04 5.56  0.060
H -4.10 -1.61 5.77  0.071
H -3.64 -0.74 7.12  0.087
H -6.10 1.99 6.93  0.118
H -4.61 1.50 7.59  0.121
H -3.39 2.47 5.87  0.090
H -4.69 3.66 6.40  0.116
H -4.65 3.65 3.98  0.113
H -6.11 3.22 4.65  0.115
H -6.13 0.95 1.73  0.065
H -7.06 2.20 2.66  0.083
H -5.71 2.61 1.73  0.074
H -3.06 1.12 4.01  0.062
H -3.83 0.33 2.56  0.068
H -3.48 2.09 2.57  0.073
H -5.98 -0.82 7.64  0.094
H -6.46 -1.54 6.22  0.086
H -7.24 -0.02 6.78  0.095
H -6.93 -0.78 3.82  0.112
C 0.12 6.14 -2.85  -0.019
C 1.28 5.07 -2.65  -0.435
C 0.90 3.81 -3.48  -0.124
C 1.10 4.02 -5.03  -0.148
C 2.55 4.51 -5.31  -0.138
C 2.98 5.72 -4.48  -0.512
N 2.63 5.51 -3.08  -0.113
O 3.04 6.54 -2.28  0.000
C 4.52 5.80 -4.64  -0.032
C 2.43 6.97 -5.15  -0.036
C 1.19 4.58 -1.16  -0.031
H -0.14 6.32 -3.90  0.057
H 0.41 7.09 -2.40  0.070
H -0.85 5.86 -2.47  0.077
H 1.59 3.02 -3.17  0.095
H -0.09 3.40 -3.31  0.105
H 0.36 4.69 -5.47  0.097
H 1.05 3.03 -5.48  0.102
H 2.66 4.74 -6.37  0.121
H 3.17 3.65 -5.08  0.108
H 4.79 5.93 -5.69  0.085
H 5.01 6.65 -4.15  0.080
H 5.00 4.92 -4.20  0.058
H 2.81 7.19 -6.15  0.085
H 1.37 6.82 -5.35  0.063
H 2.50 7.89 -4.57  0.089
H 1.93 3.79 -1.04  0.055
H 0.26 4.22 -0.71  0.069
H 1.47 5.40 -0.50  0.067
H 3.57 6.05 -1.64  0.106
C 3.58 0.43 -2.62  0.006
C 4.85 1.22 -2.03  -0.395
C 4.92 1.04 -0.48  -0.142
C 5.26 -0.41 -0.12  -0.178
C 6.63 -0.69 -0.75  -0.135
C 6.86 -0.44 -2.27  -0.483
N 6.14 0.79 -2.68  -0.136
O 6.14 0.94 -4.01  -0.008
C 8.42 -0.25 -2.41  -0.017
C 6.43 -1.66 -3.00  -0.057
C 4.76 2.77 -2.19  -0.037
H 3.31 0.61 -3.67  0.074
H 2.74 0.45 -1.93  0.059
H 3.85 -0.62 -2.76  0.052
H 5.69 1.70 -0.09  0.115
H 3.99 1.27 0.05  0.105
H 4.46 -1.08 -0.40  0.099
H 5.36 -0.54 0.95  0.101
H 6.72 -1.76 -0.56  0.111
H 7.45 -0.34 -0.12  0.113
H 8.58 -0.08 -3.48  0.074
H 8.76 0.57 -1.79  0.084
H 8.87 -1.23 -2.24  0.080
H 6.98 -2.59 -2.88  0.057
H 5.42 -2.01 -2.77  0.073
H 6.45 -1.54 -4.09  0.091
H 5.56 3.32 -1.69  0.086
H 3.81 3.16 -1.83  0.054
H 4.79 3.10 -3.22  0.044
H 6.52 1.79 -4.26  0.110
C -3.97 3.80 -0.54  -0.805
O -4.64 4.69 -0.08  0.034
N -4.34 3.04 -1.56  0.177
N -2.81 3.45 -0.09  0.189
H -5.23 3.36 -1.94  0.114
H -3.73 2.32 -1.91  0.067
H -2.43 3.93 0.72  0.094
H -2.30 2.73 -0.58  0.048
C 4.33 -6.12 1.28  -0.813
O 4.01 -6.66 2.33  0.035
N 5.30 -6.59 0.58  0.162
N 3.81 -5.09 0.75  0.204
H 5.53 -6.23 -0.34  0.057
H 5.83 -7.33 1.00  0.120
H 4.15 -4.75 -0.14  0.095
H 3.13 -4.61 1.32  0.076
C 2.60 -2.58 3.16  -0.698
O 2.06 -3.43 2.45  -0.015
N 2.82 -1.37 2.74  0.196
N 2.99 -2.75 4.40  0.193
H 2.32 -1.09 1.91  0.098
H 3.22 -0.69 3.37  0.037
H 2.46 -3.41 4.96  0.130
H 3.61 -2.12 4.88  0.095
C 0.27 -6.21 3.00  -0.794
O 1.33 -6.76 3.26  0.041
N -0.93 -6.61 3.39  0.155
N 0.10 -5.16 2.32  0.175
H -1.71 -5.97 3.33  0.047
H -0.94 -7.32 4.11  0.110
H 0.93 -4.59 2.31  0.045
H -0.77 -4.70 2.14  0.076
C -1.09 8.23 0.46  -0.083
C -1.78 7.43 1.48  -0.396
C -0.88 6.49 2.36  -0.175
O -1.66 5.50 3.04  -0.211
C -1.06 4.26 3.36  -0.091
N -2.59 8.38 2.33  0.044
H -0.33 7.66 -0.08  0.059
H -0.63 9.18 0.72  0.082
H -1.81 8.45 -0.32  0.087
H -2.40 6.69 0.96  0.131
H -0.10 6.93 2.98  0.127
H -0.33 5.90 1.63  0.097
H -0.78 3.71 2.46  0.061
H -1.77 3.83 4.07  0.089
H -0.08 4.45 3.78  0.074
H -2.02 9.02 2.87  0.060
H -2.90 7.82 3.11  0.052
C -3.95 -4.95 4.12  -0.062
C -4.43 -4.00 3.10  -0.422
C -3.42 -3.79 1.90  -0.182
O -2.12 -3.53 2.30  -0.248
C -1.84 -2.25 2.82  -0.044
N -5.68 -4.52 2.59  0.029
H -3.21 -5.65 3.73  0.055
H -4.79 -5.44 4.61  0.088
H -3.39 -4.40 4.88  0.086
H -4.56 -3.03 3.58  0.108
H -3.78 -2.98 1.26  0.103
H -3.33 -4.57 1.15  0.115
H -2.64 -1.82 3.42  0.081
H -1.65 -1.65 1.93  0.069
H -0.89 -2.47 3.30  0.100
H -6.32 -4.71 3.35  0.061
H -5.58 -5.50 2.36  0.070
C -0.29 -5.91 -1.40  -0.049
C -1.06 -4.80 -2.03  -0.458
C -1.16 -4.85 -3.54  -0.199
O -2.12 -3.94 -4.07  -0.215
C -2.18 -4.06 -5.51  -0.074
N -2.38 -4.71 -1.44  0.080
H 0.69 -5.90 -1.87  0.057
H -0.62 -6.95 -1.48  0.089
H -0.11 -5.83 -0.33  0.072
H -0.55 -3.87 -1.81  0.110
H -1.63 -5.82 -3.72  0.130
H -0.15 -4.79 -3.93  0.131
H -2.36 -5.05 -5.93  0.091
H -1.28 -3.62 -5.95  0.091
H -3.04 -3.43 -5.69  0.068
H -2.75 -3.95 -1.99  0.025
H -2.94 -5.52 -1.67  0.088
C 8.44 -5.28 -3.26  -0.068
C 7.29 -5.68 -2.37  -0.441
C 5.91 -5.61 -3.16  -0.179
O 4.97 -5.76 -2.16  -0.244
C 3.63 -5.63 -2.63  -0.084
N 7.63 -6.96 -1.80  0.049
H 8.38 -4.24 -3.57  0.067
H 8.25 -5.84 -4.17  0.080
H 9.41 -5.64 -2.90  0.081
H 7.30 -4.94 -1.58  0.125
H 5.81 -6.46 -3.83  0.134
H 5.78 -4.62 -3.60  0.117
H 3.49 -4.64 -3.07  0.084
H 2.84 -5.78 -1.90  0.069
H 3.47 -6.38 -3.41  0.094
H 8.57 -6.96 -1.44  0.073
H 7.05 -7.26 -1.02  0.048
C -0.60 0.91 0.98  -0.045
C -0.18 0.64 -0.43  -0.348
C 0.21 -0.85 -0.89  -0.166
O 1.47 -1.31 -0.47  -0.193
C 1.65 -2.66 -0.69  -0.130
N -1.22 1.10 -1.40  0.043
H -0.62 1.99 1.14  0.054
H 0.13 0.45 1.64  0.073
H -1.56 0.45 1.24  0.055
H 0.66 1.31 -0.64  0.114
H 0.13 -1.13 -1.94  0.123
H -0.59 -1.42 -0.42  0.109
H 0.95 -3.38 -0.27  0.088
H 2.46 -2.89 0.01  0.060
H 2.00 -2.94 -1.69  0.091
H -1.09 1.16 -2.40  0.073
H -1.96 0.42 -1.30  0.002
C 2.98 2.13 3.18  -0.036
C 2.98 1.74 4.64  -0.419
C 1.72 1.93 5.47  -0.197
O 1.42 3.30 5.64  -0.190
C 0.40 3.56 6.64  -0.078
N 3.65 0.47 4.74  -0.001
H 3.98 1.98 2.78  0.078
H 2.59 3.14 3.11  0.085
H 2.35 1.45 2.61  0.061
H 3.77 2.31 5.14  0.137
H 1.93 1.47 6.44  0.116
H 0.86 1.32 5.19  0.128
H 0.69 3.35 7.67  0.089
H -0.54 3.09 6.36  0.074
H 0.22 4.63 6.54  0.089
H 3.69 0.07 5.66  0.090
H 4.61 0.54 4.42  0.099

- multiplicity = 1
- HOMO (eV) = -7.8
- lowest unoccupied orbital energy (eV) = 0.2
- E (Ha) = -4571.86359